Entry i
The following is a quantum chemistry calculation of C39H33BaN3P2Se as an isolated structure, from the Open Molecules 2025 dataset.

Last column: Löwdin charge in e.
Geometry (Å):
1 Ba -1.19 0.51 -0.63  1.53
2 C 1.22 -2.40 1.64  -0.38
3 C 1.13 -2.82 0.17  -0.40
4 P 1.52 -1.42 -0.97  0.92
5 C 3.26 -1.04 -0.64  -0.41
6 C 3.67 0.29 -0.70  -0.12
7 C 5.00 0.63 -0.47  -0.07
8 C 5.92 -0.36 -0.17  -0.05
9 C 5.51 -1.69 -0.11  -0.05
10 C 4.19 -2.03 -0.35  -0.08
11 C 1.51 -2.23 -2.61  -0.39
12 C 2.57 -2.09 -3.49  -0.08
13 C 2.50 -2.67 -4.76  -0.06
14 C 1.38 -3.38 -5.14  -0.06
15 C 0.31 -3.52 -4.26  -0.07
16 C 0.37 -2.95 -3.00  -0.12
17 P 0.10 -0.99 2.06  0.94
18 C -0.38 -1.34 3.79  -0.38
19 C -1.06 -2.53 4.05  -0.11
20 C -1.47 -2.83 5.33  -0.07
21 C -1.23 -1.93 6.37  -0.06
22 C -0.57 -0.74 6.11  -0.06
23 C -0.14 -0.44 4.82  -0.08
24 C 1.17 0.49 2.21  -0.43
25 C 0.56 1.74 2.05  -0.19
26 C 1.29 2.91 2.19  -0.08
27 C 2.64 2.86 2.49  -0.05
28 C 3.26 1.62 2.65  -0.05
29 C 2.53 0.45 2.51  -0.08
30 H 2.25 -2.15 1.90  0.07
31 H 0.94 -3.23 2.28  0.09
32 H 0.11 -3.14 -0.06  0.07
33 H 1.78 -3.67 -0.04  0.09
34 H 2.94 1.07 -0.93  0.08
35 H 5.31 1.66 -0.53  0.11
36 H 6.95 -0.10 0.01  0.12
37 H 6.23 -2.47 0.12  0.12
38 H 3.90 -3.07 -0.32  0.11
39 H 3.46 -1.55 -3.20  0.10
40 H 3.34 -2.56 -5.44  0.12
41 H 1.33 -3.84 -6.12  0.11
42 H -0.56 -4.09 -4.56  0.11
43 H -0.46 -3.08 -2.32  0.09
44 H -1.26 -3.24 3.25  0.10
45 H -1.99 -3.76 5.53  0.11
46 H -1.56 -2.17 7.37  0.11
47 H -0.38 -0.05 6.92  0.11
48 H 0.39 0.48 4.64  0.10
49 H -0.51 1.83 1.90  0.07
50 H 0.79 3.87 2.09  0.12
51 H 3.21 3.77 2.61  0.12
52 H 4.31 1.57 2.90  0.12
53 H 3.04 -0.49 2.66  0.11
54 N -3.95 -0.03 -0.95  0.00
55 C -5.08 -0.23 -1.07  -0.14
56 C -6.47 -0.48 -1.22  -0.23
57 C -6.90 -1.60 -1.94  -0.02
58 C -8.26 -1.83 -2.08  -0.05
59 C -9.17 -0.97 -1.49  -0.03
60 C -8.75 0.14 -0.77  -0.05
61 C -7.40 0.39 -0.63  -0.02
62 H -6.18 -2.26 -2.39  0.12
63 H -8.60 -2.69 -2.64  0.12
64 H -10.23 -1.16 -1.60  0.12
65 H -9.47 0.80 -0.32  0.12
66 H -7.05 1.25 -0.06  0.12
67 Se -2.38 3.68 -1.90  1.10
68 N -0.80 3.12 -1.20  -0.46
69 C 0.09 4.06 -1.50  -0.38
70 C 1.47 4.02 -1.15  -0.03
71 C 2.26 5.06 -1.53  -0.03
72 C 1.75 6.18 -2.28  -0.04
73 C 0.45 6.26 -2.64  0.01
74 C -0.42 5.19 -2.26  -0.36
75 N -1.70 5.14 -2.56  -0.21
76 H 1.86 3.19 -0.57  0.09
77 H 3.31 5.05 -1.27  0.12
78 H 2.44 6.97 -2.55  0.12
79 H 0.05 7.09 -3.20  0.13

## Properties
Net charge = +2
HOMO level = -13.2 eV
Orbital gap = 7.14 eV

Entry ii
The following is a quantum chemistry calculation of C39H33BaN3P2Se as an isolated structure, from the Open Molecules 2025 dataset.

Last column: Löwdin charge in e.
Geometry (Å):
1 Ba 0.78 0.20 0.86  1.68
2 C 0.90 3.47 -1.32  -0.39
3 C -0.22 2.50 -1.75  -0.42
4 P -1.70 2.37 -0.64  1.02
5 C -2.82 3.64 -1.29  -0.38
6 C -3.59 4.33 -0.34  -0.11
7 C -4.48 5.32 -0.73  -0.07
8 C -4.61 5.64 -2.07  -0.06
9 C -3.85 4.97 -3.03  -0.06
10 C -2.96 3.98 -2.64  -0.09
11 C -2.34 0.74 -1.21  -0.39
12 C -2.77 0.45 -2.51  -0.06
13 C -3.27 -0.82 -2.81  -0.05
14 C -3.35 -1.80 -1.83  -0.06
15 C -2.93 -1.52 -0.54  -0.09
16 C -2.42 -0.26 -0.24  -0.19
17 P 1.61 3.08 0.32  0.87
18 C 3.16 4.08 0.40  -0.36
19 C 3.80 4.56 -0.74  -0.09
20 C 4.92 5.38 -0.63  -0.06
21 C 5.42 5.72 0.61  -0.06
22 C 4.82 5.20 1.75  -0.06
23 C 3.71 4.39 1.65  -0.10
24 C 0.60 3.89 1.59  -0.43
25 C 0.64 3.35 2.87  -0.16
26 C -0.06 3.94 3.92  -0.07
27 C -0.81 5.09 3.68  -0.06
28 C -0.84 5.64 2.40  -0.05
29 C -0.14 5.05 1.37  -0.08
30 H 0.62 4.52 -1.37  0.09
31 H 1.72 3.34 -2.03  0.07
32 H 0.18 1.48 -1.80  0.04
33 H -0.50 2.75 -2.77  0.07
34 H -3.48 4.07 0.71  0.09
35 H -5.06 5.84 0.02  0.11
36 H -5.31 6.41 -2.38  0.12
37 H -3.96 5.22 -4.08  0.11
38 H -2.37 3.49 -3.41  0.09
39 H -2.74 1.20 -3.28  0.10
40 H -3.61 -1.03 -3.82  0.12
41 H -3.77 -2.77 -2.07  0.12
42 H -3.03 -2.27 0.24  0.11
43 H -2.18 -0.01 0.79  0.04
44 H 3.45 4.31 -1.74  0.09
45 H 5.39 5.76 -1.53  0.11
46 H 6.28 6.38 0.70  0.12
47 H 5.22 5.43 2.73  0.11
48 H 3.25 4.01 2.55  0.09
49 H 1.23 2.46 3.08  0.07
50 H -0.01 3.52 4.92  0.11
51 H -1.36 5.55 4.49  0.11
52 H -1.40 6.55 2.22  0.12
53 H -0.16 5.50 0.38  0.11
54 N -0.57 0.20 3.02  -0.04
55 C -1.08 0.27 4.05  -0.11
56 C -1.73 0.41 5.33  -0.22
57 C -1.48 -0.52 6.34  -0.02
58 C -2.09 -0.34 7.57  -0.04
59 C -2.92 0.75 7.78  -0.03
60 C -3.17 1.67 6.76  -0.04
61 C -2.57 1.50 5.53  -0.02
62 H -0.83 -1.36 6.16  0.12
63 H -1.91 -1.05 8.37  0.12
64 H -3.39 0.89 8.75  0.12
65 H -3.83 2.51 6.93  0.12
66 H -2.75 2.20 4.72  0.12
67 Se 3.32 -1.80 0.89  1.13
68 N 1.55 -1.95 0.62  -0.67
69 C 1.21 -3.21 0.91  -0.34
70 C -0.12 -3.74 0.85  -0.01
71 C -0.27 -5.05 1.18  -0.02
72 C 0.83 -5.90 1.57  -0.03
73 C 2.09 -5.43 1.66  0.01
74 C 2.32 -4.05 1.33  -0.34
75 N 3.50 -3.47 1.41  -0.18
76 H -0.95 -3.13 0.54  0.09
77 H -1.27 -5.49 1.13  0.12
78 H 0.62 -6.93 1.80  0.12
79 H 2.92 -6.06 1.95  0.13

## Properties
Net charge = +2
HOMO level = -13.2 eV
Orbital gap = 6.59 eV

Stability, descending: entry i, entry ii

Entry i
The following is a quantum chemistry calculation of a single C3H3F2NS molecule, from the Open Molecules 2025 dataset.

Last column: Löwdin charge in e.
Geometry (Å):
1 F -2.80 -0.70 -0.04  0.07
2 C -1.83 0.19 0.08  -0.08
3 C -0.54 -0.15 -0.03  -0.21
4 F -0.15 -1.47 -0.18  0.01
5 C 0.55 0.81 -0.12  -0.24
6 N 1.80 0.69 -0.09  -0.38
7 S 2.86 -0.65 -0.01  0.71
8 H -2.16 1.20 0.16  0.12
9 H 0.19 1.82 -0.24  0.11
10 H 2.08 -1.73 0.47  -0.12

## Properties
SMILES = F/C=C(F)/C=N\S
HOMO level = -8.9 eV
Orbital gap = 9.10 eV

Entry ii
The following is a quantum chemistry calculation of a 2-piece molecular cluster, C3H3F2NS overall, from the Open Molecules 2025 dataset.

Last column: Löwdin charge in e.
Geometry (Å):
1 C -0.13 -1.15 -1.67  -0.20
2 C 0.43 0.23 1.77  -0.51
3 C -0.57 0.23 -1.57  -0.46
4 N 0.16 -2.27 -1.74  0.19
5 F -1.71 0.49 -0.93  0.11
6 F -0.20 1.20 -2.40  0.11
7 S 1.10 0.75 0.17  0.66
8 H 1.18 -0.46 2.25  0.03
9 H -0.59 -0.14 1.63  0.02
10 H 0.33 1.14 2.48  0.05

## Properties
HOMO level = -9.0 eV
Orbital gap = 7.53 eV

Stability, descending: entry i, entry ii

Entry i
The following is a quantum chemistry calculation of C2H11N4 as an isolated structure, from the Open Molecules 2025 dataset.

Last column: Löwdin charge in e.
Geometry (Å):
1 C 0.23 -0.83 1.74  0.00
2 C 0.65 0.11 0.66  -0.17
3 N 0.02 0.24 -0.42  0.15
4 N 1.80 2.19 -0.41  -0.05
5 N 2.00 1.40 0.73  0.02
6 N -2.29 -1.03 -1.13  0.04
7 H 0.12 -0.36 2.73  0.10
8 H 1.20 -1.37 1.90  0.11
9 H -0.61 -1.37 1.17  0.11
10 H -0.86 -0.35 -0.71  0.07
11 H 0.40 1.08 -1.03  0.15
12 H 2.45 2.27 -1.19  0.12
13 H 1.48 3.10 -0.23  0.09
14 H 2.82 0.88 0.77  0.06
15 H -2.82 -0.63 -1.90  0.07
16 H -2.24 -2.00 -1.12  0.02
17 H -2.80 -0.78 -0.20  0.12

## Properties
Net charge = +1
HOMO level = -13.5 eV
Orbital gap = 10.49 eV

Entry ii
The following is a quantum chemistry calculation of C2H11N4 as an isolated structure, from the Open Molecules 2025 dataset.

Last column: Löwdin charge in e.
Geometry (Å):
1 C -0.35 -1.25 0.30  -0.09
2 C 0.86 -0.14 -0.29  -0.36
3 N -1.60 -0.58 -0.05  0.03
4 N 2.17 -0.65 0.03  0.07
5 N 0.58 1.21 0.28  -0.06
6 N -0.69 1.71 -0.06  0.07
7 H -0.17 -1.01 1.41  0.14
8 H -0.34 -2.30 0.02  0.11
9 H 0.67 -0.03 -1.32  0.11
10 H -1.28 0.69 -0.06  0.04
11 H -2.29 -1.06 0.44  0.10
12 H 2.28 -1.56 -0.49  0.13
13 H 2.80 0.04 -0.22  0.06
14 H 0.78 1.10 1.28  0.14
15 H -0.56 2.27 -1.01  0.22
16 H -1.01 2.26 0.74  0.17
17 H -1.84 -0.70 -1.00  0.12

## Properties
Net charge = +1
HOMO level = -13.5 eV
Orbital gap = 10.33 eV

Entry iii
The following is a quantum chemistry calculation of a 3-piece molecular cluster, C2H11N4 overall, from the Open Molecules 2025 dataset.

Last column: Löwdin charge in e.
Geometry (Å):
1 C 0.16 -1.62 -0.04  -0.08
2 C -0.21 -0.23 -0.07  -0.13
3 N 0.46 0.84 -0.01  0.14
4 N -3.65 0.26 0.38  0.01
5 N -2.70 0.75 -0.34  0.03
6 N 3.35 0.79 0.04  0.06
7 H -0.61 -2.16 -0.63  0.09
8 H 0.34 -1.95 1.11  0.17
9 H 1.08 -1.90 -0.47  0.06
10 H 1.61 0.71 -0.05  0.12
11 H 0.18 1.78 -0.16  0.11
12 H -4.05 -0.58 0.11  0.10
13 H -3.81 0.82 1.21  0.13
14 H -2.69 0.15 -1.15  0.05
15 H 3.36 0.97 1.01  0.04
16 H 3.61 -0.12 -0.30  0.05
17 H 3.56 1.47 -0.65  0.05

## Properties
Net charge = +1
HOMO level (spin up / spin down) = -11.2 / -12.5 eV
Orbital gap (spin up / spin down) = 6.63 / 9.51 eV

Stability, descending: entry ii, entry i, entry iii

Entry i
The following is a quantum chemistry calculation of a single C3HNO2 molecule, from the Open Molecules 2025 dataset.

Last column: Löwdin charge in e.
Geometry (Å):
1 C -0.70 1.38 -1.23  0.17
2 C -0.08 0.70 -0.45  -0.15
3 N 0.75 -0.16 0.13  0.11
4 O 0.82 -0.26 1.65  0.18
5 C 0.41 -1.26 0.90  -0.54
6 O 0.02 -2.35 0.91  0.21
7 H -1.23 1.95 -1.92  0.03

## Properties
SMILES = C#CN1OC1=O
HOMO level = -10.2 eV
Orbital gap = 10.18 eV

Entry ii
The following is a quantum chemistry calculation of a 2-piece molecular cluster, C3HNO2 overall, from the Open Molecules 2025 dataset.

Last column: Löwdin charge in e.
Geometry (Å):
1 O -0.24 -1.19 -2.73  0.12
2 C -1.09 -1.18 -1.90  -0.24
3 C -2.41 -1.25 -1.71  -0.09
4 O -3.34 -1.49 -0.96  0.13
5 C -0.11 0.27 -0.27  -0.11
6 N -0.76 1.21 -0.28  0.11
7 H 0.65 -0.47 -0.48  0.08

## Properties
SMILES = O=C=C=O.C#N
HOMO level (spin up / spin down) = -9.4 / -9.3 eV
Orbital gap (spin up / spin down) = 7.36 / 7.34 eV

Entry iii
The following is a quantum chemistry calculation of C3HNO2 as an isolated structure, from the Open Molecules 2025 dataset.

Last column: Löwdin charge in e.
Geometry (Å):
1 O -0.25 0.96 -1.69  0.06
2 C 0.38 0.18 -0.88  -0.07
3 C -0.40 -0.49 0.22  -0.38
4 O -1.29 -1.27 -0.01  0.15
5 C 0.11 -0.21 1.58  -0.11
6 N 0.54 0.06 2.62  0.19
7 H 0.91 0.77 -1.84  0.16

## Properties
HOMO level = -10.1 eV
Orbital gap = 8.50 eV

Stability, descending: entry ii, entry i, entry iii

Entry i
The following is a quantum chemistry calculation of C4H10N2OS as an isolated structure, from the Open Molecules 2025 dataset.

Last column: Löwdin charge in e.
Geometry (Å):
1 C -3.17 0.24 -1.18  -0.03
2 C 1.82 0.10 0.11  -0.22
3 C 1.06 0.91 1.02  -0.32
4 C 1.08 -1.20 -0.31  -0.29
5 N -0.23 1.33 0.52  -0.16
6 N -0.18 -0.96 -0.88  -0.21
7 O -1.22 -0.97 1.34  -0.40
8 S -1.22 -0.11 0.19  0.87
9 H -3.69 0.79 -0.40  -0.10
10 H -3.74 -0.74 -1.11  -0.05
11 H 2.14 0.72 -0.83  0.14
12 H 2.81 -0.19 0.49  0.12
13 H 0.68 0.29 1.82  0.10
14 H 1.58 1.66 1.52  0.11
15 H 1.70 -1.83 -1.02  0.14
16 H 1.04 -1.68 0.68  0.12
17 H -0.33 1.94 -0.28  0.09
18 H -0.13 -0.29 -1.69  0.11

## Properties
HOMO level = -8.7 eV
Orbital gap = 8.83 eV

Entry ii
The following is a quantum chemistry calculation of a single C4H10N2OS molecule, from the Open Molecules 2025 dataset.

Last column: Löwdin charge in e.
Geometry (Å):
1 C -0.36 0.77 2.27  -0.06
2 N -1.05 -0.30 1.55  0.03
3 C -1.01 -0.57 0.22  -0.48
4 O -1.77 -1.41 -0.26  0.04
5 C -0.03 0.09 -0.70  -0.41
6 N -0.39 0.25 -2.11  0.04
7 C 1.32 -0.63 -0.66  -0.53
8 S 2.69 -0.02 -1.69  0.71
9 H 0.02 1.49 1.56  0.07
10 H 0.44 0.35 2.88  0.08
11 H -1.13 1.26 2.88  0.09
12 H -1.88 -0.70 1.98  0.14
13 H 0.15 1.12 -0.33  0.13
14 H -0.36 -0.68 -2.51  0.08
15 H -1.37 0.53 -2.21  0.09
16 H 1.66 -0.66 0.38  0.07
17 H 1.14 -1.69 -0.87  0.08
18 H 1.93 0.79 -2.39  -0.18

## Properties
SMILES = CNC(=O)[C@H](N)CS
HOMO level = -9.0 eV
Orbital gap = 9.72 eV

Entry iii
The following is a quantum chemistry calculation of a single C4H10N2OS molecule, from the Open Molecules 2025 dataset.

Last column: Löwdin charge in e.
Geometry (Å):
1 C 0.26 -1.63 -1.08  -0.07
2 C 0.30 -0.40 -0.17  -0.45
3 C 1.62 0.35 -0.21  -0.53
4 S 2.86 -0.69 0.56  0.73
5 N -0.85 0.49 -0.37  0.07
6 C -1.29 1.27 0.67  -0.59
7 N -2.63 1.28 1.01  0.15
8 O -0.50 1.73 1.48  0.03
9 H -0.24 -2.56 -0.77  0.08
10 H -0.43 -1.54 -1.94  0.08
11 H 1.23 -1.99 -1.44  0.07
12 H 0.15 -0.80 0.82  0.12
13 H 1.51 1.38 0.11  0.08
14 H 1.96 0.49 -1.26  0.08
15 H 3.65 0.08 1.34  -0.15
16 H -1.46 0.23 -1.14  0.13
17 H -3.35 0.93 0.39  0.09
18 H -2.81 1.38 1.99  0.10

## Properties
SMILES = C[C@@H](CS)NC(N)=O
HOMO level = -8.9 eV
Orbital gap = 9.59 eV

Stability, descending: entry ii, entry iii, entry i